## a
{"formula": "C3H4O2", "method": "ωB97M-V/def2-TZVPD", "e_homo_ev": -8.94, "homo_lumo_gap_ev": 9.6, "spin_multiplicity": 1, "symbols": ["C", "C", "C", "O", "O", "H", "H", "H", "H"], "coordinates": [[1.663, -1.276, 0.246], [1.636, -0.086, 0.220], [-1.116, 0.495, 0.423], [-1.820, 1.246, -0.434], [-1.449, -0.745, 0.472], [1.867, -2.245, 0.499], [1.108, 0.783, 0.143], [-1.641, 2.184, -0.292], [-2.161, -1.119, -0.099]]}

---

## b
{"formula": "C3H4O2", "method": "ωB97M-V/def2-TZVPD", "e_homo_ev": -10.66, "homo_lumo_gap_ev": 11.5, "spin_multiplicity": 1, "symbols": ["C", "C", "C", "H", "H", "H", "H", "O", "O"], "coordinates": [[-0.005, 0.480, 1.065], [0.724, 0.185, -0.238], [-0.603, -0.488, -0.588], [1.569, -0.527, -0.125], [1.064, 1.056, -0.808], [-1.225, -0.026, -1.358], [-0.606, -1.592, -0.734], [0.248, 1.050, 2.080], [-1.166, -0.137, 0.706]]}

---

## c
{"formula": "C3H4O2", "method": "ωB97M-V/def2-TZVPD", "e_homo_ev": -8.73, "homo_lumo_gap_ev": 9.5, "spin_multiplicity": 1, "symbols": ["O", "C", "C", "C", "O", "H", "H", "H", "H"], "coordinates": [[-0.565, -1.537, 1.352], [-0.390, -0.447, 0.639], [0.761, -0.061, 0.011], [-0.175, 0.826, -0.776], [-1.319, 0.283, 0.019], [0.394, -1.723, 0.812], [1.746, 0.176, 0.394], [-0.358, 0.583, -1.828], [-0.095, 1.901, -0.624]]}

---

Which is the most stable structure? b is the most stable.

---

## a
{"formula": "H4NOP2", "method": "ωB97M-V/def2-TZVPD", "e_homo_ev": -2.51, "charge": -1, "homo_lumo_gap_ev": 6.4, "spin_multiplicity": 1, "symbols": ["N", "O", "P", "P", "H", "H", "H", "H"], "coordinates": [[-2.132, -0.910, -0.035], [-0.983, -0.191, 0.046], [-3.559, -0.224, 0.010], [2.527, 0.212, -0.205], [-4.259, -1.547, 0.048], [3.425, 1.013, -0.898], [1.665, 1.266, -0.034], [3.316, 0.381, 1.067]]}

---

## b
{"formula": "H4NOP2", "method": "ωB97M-V/def2-TZVPD", "e_homo_ev": -3.74, "charge": -1, "homo_lumo_gap_ev": 8.2, "spin_multiplicity": 1, "symbols": ["N", "O", "P", "P", "H", "H", "H", "H"], "coordinates": [[1.462, 0.012, 0.504], [-0.539, 2.570, -0.299], [0.918, -1.470, 0.330], [-0.011, 1.083, -0.170], [-0.202, -1.802, 1.384], [-0.290, -1.246, -0.690], [-1.178, 0.350, 0.368], [-0.160, 0.503, -1.427]]}

---

## c
{"formula": "H4NOP2", "method": "ωB97M-V/def2-TZVPD", "e_homo_ev": -3.10, "charge": -1, "homo_lumo_gap_ev": 7.2, "spin_multiplicity": 1, "symbols": ["N", "O", "P", "P", "H", "H", "H", "H"], "coordinates": [[1.165, 0.250, 1.272], [-2.503, -0.175, -0.431], [1.175, -0.291, -0.110], [-1.394, 0.050, 0.535], [1.482, 0.735, -1.014], [-0.045, -0.593, -0.960], [1.796, -1.430, -0.438], [-1.677, 1.454, 1.146]]}

---

Which is the most stable structure? b is the most stable.

---

## a
{"formula": "C5H7PS", "method": "ωB97M-V/def2-TZVPD", "e_homo_ev": -8.69, "smiles": "C=C1C=CP(S)C1", "homo_lumo_gap_ev": 9.1, "spin_multiplicity": 1, "symbols": ["C", "C", "C", "C", "P", "S", "C", "H", "H", "H", "H", "H", "H", "H"], "coordinates": [[-2.153, 0.508, -0.296], [-0.903, 0.093, -0.012], [-0.246, -0.865, -0.903], [0.958, -1.329, -0.547], [1.813, -0.571, 0.890], [2.578, 0.818, -0.523], [-0.144, 0.385, 1.280], [-2.822, 1.185, 0.373], [-2.775, 0.150, -1.057], [-0.714, -1.350, -1.864], [1.714, -1.981, -1.057], [3.225, 1.589, 0.200], [0.000, 1.515, 1.390], [-0.532, -0.147, 2.127]]}

---

## b
{"formula": "C5H7PS", "method": "ωB97M-V/def2-TZVPD", "e_homo_ev": -8.50, "smiles": "C/P=C\\C=C/C=S", "homo_lumo_gap_ev": 7.1, "spin_multiplicity": 1, "symbols": ["C", "P", "C", "C", "C", "C", "S", "H", "H", "H", "H", "H", "H", "H"], "coordinates": [[-2.523, 0.866, -0.362], [-1.590, -0.280, -1.562], [-0.003, -0.560, -1.044], [0.802, -0.258, 0.145], [2.164, -0.026, 0.142], [3.099, -0.117, -0.912], [3.044, -0.791, -2.392], [-2.973, 0.276, 0.476], [-1.881, 1.475, 0.211], [-3.306, 1.455, -0.888], [0.496, -1.007, -1.899], [0.495, -0.167, 1.224], [2.732, 0.088, 1.025], [4.012, 0.323, -0.743]]}

---

Which is the most stable structure? a is the most stable.

---

## a
{"formula": "CH7BNO", "method": "ωB97M-V/def2-TZVPD", "e_homo_ev": -16.08, "smiles": "[NH3+]CBO", "charge": 1, "homo_lumo_gap_ev": 12.3, "spin_multiplicity": 1, "symbols": ["N", "C", "B", "O", "H", "H", "H", "H", "H", "H", "H"], "coordinates": [[-0.775, 0.298, -1.039], [-0.176, -0.766, -0.158], [0.794, -0.098, 0.967], [0.982, 1.186, 0.951], [-0.471, 1.097, -0.469], [-0.380, 0.187, -1.962], [-1.707, 0.189, -1.402], [0.233, -1.518, -0.647], [-1.032, -1.161, 0.280], [1.105, -0.961, 1.709], [1.428, 1.546, 1.769]]}

---

## b
{"formula": "CH7BNO", "method": "ωB97M-V/def2-TZVPD", "e_homo_ev": -15.36, "charge": 1, "homo_lumo_gap_ev": 11.3, "spin_multiplicity": 1, "symbols": ["B", "C", "N", "O", "H", "H", "H", "H", "H", "H", "H"], "coordinates": [[0.453, 0.919, 1.064], [-0.162, -0.648, 0.499], [-0.639, -0.655, -0.999], [0.869, 1.584, 0.011], [0.751, -1.170, 0.298], [-0.856, -1.335, 1.152], [0.607, 1.662, 2.308], [0.140, -0.256, -1.579], [-0.804, -1.566, -1.569], [-1.374, 0.026, -1.035], [1.393, 2.400, 0.037]]}

---

## c
{"formula": "CH7BNO", "method": "ωB97M-V/def2-TZVPD", "e_homo_ev": -16.07, "smiles": "[NH3+]CBO", "charge": 1, "homo_lumo_gap_ev": 12.2, "spin_multiplicity": 1, "symbols": ["N", "C", "B", "O", "H", "H", "H", "H", "H", "H", "H"], "coordinates": [[-1.040, 0.790, 0.060], [-0.514, -0.673, 0.325], [1.010, -0.614, -0.144], [1.526, 0.577, -0.564], [-0.250, 1.403, 0.360], [-1.224, 0.910, -0.893], [-1.858, 0.834, 0.537], [-1.305, -1.384, -0.126], [-0.710, -0.812, 1.503], [1.950, -1.504, -0.179], [2.413, 0.474, -0.878]]}

---

Which is the most stable structure? c is the most stable.

---

## a
{"formula": "C9H11O3", "method": "ωB97M-V/def2-TZVPD", "e_homo_ev": -4.51, "charge": -1, "homo_lumo_gap_ev": 7.8, "spin_multiplicity": 1, "symbols": ["C", "C", "C", "C", "C", "C", "C", "O", "H", "H", "H", "H", "H", "H", "H", "H", "C", "C", "O", "O", "H", "H", "H"], "coordinates": [[1.453, -2.388, 2.275], [-0.890, -0.568, -0.728], [-1.487, -0.643, 0.512], [0.458, -0.963, -0.994], [-0.704, -1.292, 1.534], [1.185, -1.496, 0.040], [0.550, -1.735, 1.284], [-1.574, 0.155, -1.685], [-1.799, 1.248, -1.151], [-2.500, -0.189, 0.640], [0.742, -1.050, -2.184], [-1.204, -1.636, 2.497], [2.154, -2.033, -0.124], [2.307, -1.823, 2.477], [1.721, -3.377, 2.030], [0.813, -2.475, 3.303], [0.397, 2.552, -1.597], [-0.849, 3.238, -1.004], [-2.007, 2.583, -0.925], [-0.813, 4.460, -0.774], [0.789, 3.348, -2.205], [0.068, 1.832, -2.412], [1.191, 2.251, -0.808]]}

---

## b
{"formula": "C9H11O3", "method": "ωB97M-V/def2-TZVPD", "e_homo_ev": -4.70, "charge": -1, "homo_lumo_gap_ev": 7.9, "spin_multiplicity": 1, "symbols": ["C", "C", "O", "O", "H", "H", "H", "C", "C", "C", "C", "C", "C", "C", "O", "H", "H", "H", "H", "H", "H", "H", "H"], "coordinates": [[1.252, -3.865, 1.186], [2.104, -3.371, 0.039], [2.098, -2.115, -0.171], [2.747, -4.193, -0.636], [0.213, -3.926, 0.941], [1.260, -3.122, 2.026], [1.594, -4.796, 1.634], [-2.304, 3.055, -1.493], [-0.395, -0.051, -0.367], [-1.331, 0.816, -0.909], [0.560, 0.515, 0.457], [-1.432, 2.158, -0.668], [0.454, 1.916, 0.779], [-0.448, 2.750, 0.180], [1.305, -0.185, 1.330], [-0.185, -1.095, -0.628], [-2.141, 0.480, -1.556], [1.704, -1.015, 0.898], [1.128, 2.328, 1.514], [-1.745, 3.801, -2.063], [-2.983, 3.591, -0.747], [-0.446, 3.815, 0.357], [-3.011, 2.507, -2.104]]}

---

Which is the most stable structure? b is the most stable.

---

## a
{"formula": "CH9NO3", "method": "ωB97M-V/def2-TZVPD", "e_homo_ev": [0.86, -7.19], "charge": -1, "homo_lumo_gap_ev": [2.9, 10.7], "spin_multiplicity": 2, "symbols": ["C", "N", "H", "H", "H", "H", "H", "O", "H", "H", "O", "H", "H", "O"], "coordinates": [[-1.465, 2.374, -1.187], [-1.866, 2.224, -2.376], [-0.770, 3.142, -0.868], [-1.765, 1.670, -0.399], [-2.375, 1.345, -2.436], [-0.437, -0.751, 1.564], [-1.396, -1.456, 0.527], [-1.003, -1.511, 1.392], [2.112, -0.142, 2.609], [1.838, -0.868, 1.349], [1.600, -0.038, 1.793], [1.516, -2.854, -0.437], [2.610, -1.882, -1.016], [1.977, -2.001, -0.292]]}

---

## b
{"formula": "CH9NO3", "method": "ωB97M-V/def2-TZVPD", "e_homo_ev": [1.47, -3.36], "charge": -1, "homo_lumo_gap_ev": [2.3, 7.0], "spin_multiplicity": 2, "symbols": ["C", "N", "H", "H", "H", "H", "H", "O", "H", "H", "O", "H", "H", "O"], "coordinates": [[-0.032, 2.283, 0.347], [-0.738, 1.222, 0.252], [1.038, 2.213, -0.020], [-0.303, 3.263, 0.660], [-1.768, 1.534, 0.276], [-1.417, -1.538, 1.922], [-1.269, -2.614, 0.890], [-1.818, -2.324, 1.572], [1.645, -0.076, -0.713], [2.790, 0.321, -1.679], [2.168, 0.696, -1.015], [0.017, -1.602, -1.626], [-0.558, -1.672, -0.147], [0.243, -1.706, -0.718]]}

---

Which is the most stable structure? a is the most stable.